Entry 1:
Density functional theory data (wB97M-V/def2-TZVPD) for C37H47N8O4PS4Sr as an isolated structure in a non-equilibrium geometry.

Last column: Löwdin charge in e.
Element x y z (Å)
Sr: -0.9136 -0.0743 0.8171  1.31
C: -1.7273 7.8107 4.7929  -0.05
C: -1.4913 6.4092 4.3035  -0.27
C: -0.2310 6.0294 3.8392  -0.04
C: -0.0022 4.7504 3.3664  -0.06
C: -1.0438 3.8340 3.3510  -0.31
C: -2.2988 4.1819 3.8177  -0.05
C: -2.5157 5.4693 4.2897  -0.03
S: -0.7370 2.2057 2.7296  0.52
O: -2.0208 1.4997 2.6794  -0.40
O: 0.2647 1.5844 3.5620  -0.30
N: -0.1426 2.3291 1.2560  -0.23
C: -0.9998 2.7924 0.2393  -0.43
C: -1.5736 4.0706 0.2714  -0.01
C: -2.3958 4.4619 -0.7651  -0.06
C: -2.6317 3.5854 -1.8180  -0.07
C: -2.0014 2.3584 -1.7844  -0.16
N: -1.1852 1.9626 -0.8060  0.02
H: -0.9442 8.1234 5.4842  0.08
H: -2.6861 7.8958 5.3026  0.07
H: -1.7279 8.5162 3.9595  0.08
H: 0.5794 6.7489 3.8509  0.12
H: 0.9742 4.4623 2.9974  0.12
H: -3.0945 3.4498 3.7940  0.11
H: -3.4983 5.7446 4.6536  0.11
H: -1.3654 4.7418 1.0885  0.10
H: -2.8508 5.4447 -0.7520  0.11
H: -3.2807 3.8415 -2.6429  0.10
H: -2.1542 1.6350 -2.5792  0.09
C: 2.9123 0.1989 1.7169  -0.07
C: 2.2419 -0.7225 2.6771  -0.65
N: 1.0826 -1.2610 2.4480  0.05
C: 0.6364 -1.9834 3.5277  -0.33
C: 1.4842 -2.0019 4.5918  -0.34
S: 2.8829 -1.0822 4.2336  1.08
C: -0.6717 -2.6428 3.4906  -0.33
C: -0.9682 -3.7971 4.1457  -0.35
S: -2.6082 -4.2048 3.8751  1.06
C: -2.8071 -2.7723 2.9329  -0.63
N: -1.7183 -2.0789 2.7953  0.06
C: -4.1292 -2.4062 2.3495  -0.07
H: 2.6920 1.2305 1.9992  0.08
H: 2.5037 0.0165 0.7235  0.04
H: 3.9922 0.0506 1.6981  0.08
H: 1.3154 -2.4705 5.5462  0.08
H: -0.3025 -4.4182 4.7203  0.08
H: -4.8673 -2.2429 3.1357  0.08
H: -4.4981 -3.1967 1.6940  0.08
H: -4.0247 -1.4987 1.7589  0.04
O: -1.0462 -2.6176 0.0850  -0.27
N: -2.0692 -3.2762 -0.3883  -0.23
C: -1.9921 -4.6305 -0.3606  -0.04
C: -2.9880 -5.4360 -0.8403  -0.08
C: -4.1245 -4.8323 -1.3810  -0.09
C: -4.2000 -3.4615 -1.3989  -0.11
C: -3.1766 -2.6379 -0.8908  -0.71
S: -3.3195 -0.9318 -0.8845  0.57
H: -1.0701 -4.9788 0.0804  0.13
H: -2.8729 -6.5087 -0.7896  0.10
H: -4.9381 -5.4252 -1.7764  0.10
H: -5.0675 -2.9587 -1.8007  0.10
O: 0.8294 -0.6274 -0.8947  -0.38
P: 1.7634 -0.9555 -1.9954  0.54
N: 3.0096 -1.8808 -1.4080  -0.18
C: 2.5720 -2.9888 -0.5237  -0.18
C: 3.6416 -4.0582 -0.7189  -0.17
C: 4.0354 -3.8753 -2.1824  -0.17
C: 4.0682 -2.3565 -2.3178  -0.20
N: 2.5392 0.3292 -2.6983  -0.18
C: 3.8082 0.8623 -2.1667  -0.18
C: 3.6122 2.3867 -2.1056  -0.16
C: 2.0945 2.5643 -2.1199  -0.16
C: 1.6532 1.4503 -3.0597  -0.19
N: 0.9527 -1.7503 -3.1999  -0.17
C: 1.3430 -1.7123 -4.6114  -0.19
C: 0.0942 -1.1985 -5.3723  -0.15
C: -1.0039 -1.0734 -4.3011  -0.16
C: -0.4967 -1.9512 -3.1639  -0.19
H: 1.5847 -3.3584 -0.8239  0.11
H: 2.4818 -2.6439 0.5057  0.10
H: 3.2720 -5.0558 -0.4857  0.11
H: 4.5004 -3.8574 -0.0733  0.11
H: 3.2573 -4.2856 -2.8313  0.11
H: 4.9836 -4.3428 -2.4462  0.11
H: 3.8981 -2.0186 -3.3414  0.10
H: 5.0364 -1.9574 -1.9975  0.11
H: 4.6417 0.5881 -2.8179  0.11
H: 4.0066 0.4430 -1.1790  0.10
H: 4.0538 2.8604 -2.9849  0.11
H: 4.0868 2.8193 -1.2255  0.11
H: 1.7783 3.5538 -2.4496  0.11
H: 1.6702 2.3759 -1.1306  0.10
H: 1.7976 1.7267 -4.1101  0.12
H: 0.6079 1.1763 -2.9101  0.09
H: 1.6072 -2.7189 -4.9509  0.11
H: 2.2129 -1.0713 -4.7473  0.09
H: -0.1924 -1.9102 -6.1472  0.10
H: 0.2915 -0.2478 -5.8673  0.10
H: -1.9888 -1.3743 -4.6561  0.11
H: -1.0828 -0.0436 -3.9467  0.09
H: -0.7127 -3.0071 -3.3709  0.13
H: -0.8962 -1.7010 -2.1856  0.05

Atomic forces in eV per Å
-0.01 -2.22 -0.57
-0.02 0.03 0.00
-0.03 -0.04 0.00
0.00 -0.02 -0.01
0.10 0.06 0.02
-0.16 -0.18 0.29
0.01 -0.04 -0.06
0.03 0.05 0.01
0.29 0.30 -0.44
0.00 0.19 0.03
0.09 0.19 -0.05
-0.22 0.18 0.21
0.38 0.30 0.16
-0.19 0.08 -0.31
0.05 -0.04 0.08
0.04 -0.07 -0.03
0.04 -0.08 -0.26
-0.19 0.42 0.65
0.00 0.00 0.00
0.00 0.00 0.00
0.00 0.00 0.00
0.00 0.00 0.00
-0.01 -0.02 0.00
0.00 -0.01 0.00
0.00 0.01 0.00
0.01 0.00 0.02
0.00 0.00 -0.01
-0.01 0.01 0.00
-0.03 0.01 0.01
0.04 -0.02 0.00
-0.03 0.09 -0.04
-0.28 0.20 -0.06
0.15 0.01 0.18
-0.09 0.01 -0.12
-0.07 -0.07 -0.04
-0.05 -0.19 0.10
-0.02 0.02 -0.19
0.02 0.03 0.14
0.07 0.00 -0.14
-0.02 0.26 0.22
-0.02 -0.01 -0.02
0.00 0.01 -0.01
0.01 0.02 0.00
0.01 0.02 0.03
0.08 0.02 0.04
-0.01 -0.03 -0.01
0.01 0.00 0.01
-0.01 -0.01 0.01
-0.01 0.00 -0.01
-0.10 0.27 -0.14
-0.03 -0.06 0.06
0.05 0.03 0.03
0.02 -0.01 0.01
-0.01 0.07 0.00
0.00 -0.12 0.00
-0.04 0.04 0.00
0.17 0.15 0.03
-0.02 -0.06 -0.01
0.00 0.00 0.00
0.01 -0.03 0.00
0.01 0.03 0.00
-0.14 0.18 0.29
0.23 -0.06 0.06
-0.07 0.06 -0.12
-0.04 -0.01 0.08
-0.01 0.01 0.00
0.01 -0.01 -0.01
0.02 0.00 0.00
-0.01 -0.20 -0.11
0.01 0.03 0.10
0.02 0.01 0.01
0.00 -0.01 -0.01
-0.06 0.03 -0.01
0.09 0.28 -0.11
0.01 -0.02 -0.03
-0.01 -0.01 -0.02
0.00 0.00 -0.01
-0.07 -0.11 0.10
0.01 -0.01 0.01
0.00 -0.01 -0.01
-0.01 0.00 -0.01
0.00 0.01 0.00
-0.01 0.00 0.01
0.01 0.01 0.01
-0.01 0.00 -0.01
0.00 -0.02 0.00
0.00 0.01 0.01
0.01 0.01 -0.01
-0.01 -0.01 -0.01
-0.01 0.00 0.00
0.00 0.00 -0.01
0.01 0.00 0.01
0.00 0.01 0.01
0.01 0.01 -0.02
0.00 0.01 0.00
-0.01 0.01 0.00
-0.01 0.00 0.00
0.00 0.01 0.01
0.00 -0.01 -0.01
0.00 0.00 0.01
-0.02 0.01 0.02
0.00 0.02 -0.03

- Energy: -4142.188405 Ha
- Highest occupied orbital energy: -6.94 eV
- Charge: 0
- Relative energy (zero: lowest compared OMol25 entry of this formula, charge and spin): 13.7 kcal/mol
- Gap between HOMO and LUMO: 7.509 eV
- E_LUMO: 0.567 eV
- Strongest force on any atom: 0.0446 Eh/bohr

---

Entry 2:
Density functional theory data (wB97M-V/def2-TZVPD) for C37H48F6IN4O5PS2SiTa as an isolated structure in a non-equilibrium geometry.

Last column: Löwdin charge in e.
Element x y z (Å)
Ta: 0.3959 -0.3155 0.4601  1.70
F: 1.2856 -0.4075 -2.3502  0.08
C: 2.5154 0.1509 -2.3588  -0.66
F: 3.4190 -0.7766 -2.5882  0.19
F: 2.5676 1.0735 -3.2987  0.18
S: 2.7736 0.8895 -0.6789  0.63
O: 2.4786 -0.3318 0.1601  -0.49
O: 4.0792 1.4118 -0.5556  -0.18
N: 1.4836 1.7250 -0.6378  -0.45
S: 0.6607 2.7786 0.3346  1.05
O: 0.0105 1.8530 1.3177  -0.55
O: 1.4655 4.8084 -1.8627  -0.05
C: 2.0792 3.4266 1.3736  -0.74
F: 2.7169 2.4437 2.0113  0.14
F: 2.9416 4.0834 0.6082  0.15
F: 1.5637 4.2577 2.2734  0.15
I: -2.5881 -2.4501 0.7788  0.95
C: -1.4917 -0.9582 -0.3097  -0.81
H: -2.0995 -0.0527 -0.2597  -0.04
H: -1.4664 -1.3347 -1.3326  -0.04
C: 2.8196 -3.2262 -0.2844  -0.21
Si: 1.0284 -2.9618 0.2699  0.53
C: 0.8808 -3.7899 1.9628  -0.22
C: 0.0063 -3.9109 -1.0090  -0.35
C: -0.1127 -3.4844 -2.3327  -0.13
C: -0.8255 -4.2172 -3.2711  -0.08
C: -1.4261 -5.4120 -2.9039  -0.08
C: -1.3043 -5.8678 -1.5992  -0.08
C: -0.6002 -5.1220 -0.6656  -0.14
H: 3.0519 -4.2748 -0.0753  0.04
H: 3.5664 -2.6129 0.2188  0.02
H: 2.9254 -3.0914 -1.3626  0.02
H: 1.2249 -4.8249 1.8955  0.04
H: -0.1385 -3.7837 2.3505  0.00
H: 1.5223 -3.2806 2.6851  0.02
H: 0.3661 -2.5642 -2.6541  0.08
H: -0.9030 -3.8624 -4.2916  0.10
H: -1.9817 -5.9890 -3.6319  0.11
H: -1.7624 -6.8040 -1.3065  0.11
H: -0.5387 -5.4886 0.3527  0.09
O: -1.0785 1.6035 -1.2189  -0.39
P: -1.9477 2.4643 -2.0842  0.55
N: -3.2793 3.0993 -1.3416  -0.17
C: -4.4634 2.2200 -1.2022  -0.18
C: -5.2741 2.8960 -0.1075  -0.16
C: -4.1882 3.3933 0.8416  -0.15
C: -3.1096 3.9029 -0.1131  -0.19
N: -1.1316 3.7680 -2.6690  -0.17
C: -1.3978 5.2016 -2.5062  -0.17
C: -0.2404 5.8684 -3.2569  -0.10
C: 0.8875 4.8425 -3.1687  -0.34
C: 0.1406 3.5360 -3.3600  -0.14
N: -2.5225 1.5760 -3.3367  -0.18
C: -2.1409 0.1896 -3.6328  -0.19
C: -2.0550 0.1758 -5.1544  -0.16
C: -3.1982 1.1070 -5.5558  -0.16
C: -3.1441 2.2186 -4.5034  -0.18
H: -4.1735 1.2110 -0.8828  0.11
H: -4.9946 2.1321 -2.1482  0.11
H: -5.9822 2.2142 0.3597  0.12
H: -5.8337 3.7384 -0.5196  0.12
H: -3.8014 2.5625 1.4381  0.09
H: -4.5291 4.1680 1.5266  0.12
H: -2.1051 3.7751 0.3046  0.09
H: -3.2480 4.9638 -0.3317  0.11
H: -1.3803 5.4867 -1.4526  0.10
H: -2.3694 5.4768 -2.9197  0.12
H: 0.0370 6.8293 -2.8255  0.12
H: -0.5007 6.0352 -4.3039  0.12
H: 2.0441 5.5707 -1.7612  0.10
H: 1.6622 4.9881 -3.9237  0.15
H: 0.6776 2.6913 -2.9330  0.09
H: -0.0139 3.3492 -4.4299  0.13
H: -2.9089 -0.5095 -3.2827  0.12
H: -1.2021 -0.0616 -3.1407  0.08
H: -2.1446 -0.8252 -5.5729  0.11
H: -1.0960 0.5938 -5.4724  0.11
H: -4.1507 0.5779 -5.4913  0.12
H: -3.1054 1.4977 -6.5674  0.11
H: -4.1368 2.6067 -4.2640  0.11
H: -2.5308 3.0625 -4.8375  0.11
C: 2.8191 0.3029 6.9605  -0.06
C: 3.6138 -0.3255 6.0129  -0.07
C: 3.1053 -0.5779 4.7503  -0.03
C: 1.7912 -0.2283 4.4256  -0.20
C: 1.0019 0.4120 5.3869  -0.01
C: 1.5200 0.6782 6.6417  -0.06
C: 1.3340 -0.5102 3.0642  -0.09
C: 0.1076 -0.5174 2.4959  -0.30
C: -1.1685 -0.4473 3.2464  -0.32
C: -2.1485 0.5153 3.0234  -0.07
C: -3.3458 0.4653 3.7248  -0.07
C: -3.5815 -0.5417 4.6455  -0.07
C: -2.6079 -1.5059 4.8740  -0.06
C: -1.4128 -1.4608 4.1791  -0.07
H: 3.2126 0.5079 7.9475  0.11
H: 4.6286 -0.6127 6.2532  0.11
H: 3.7298 -1.0559 4.0037  0.12
H: -0.0086 0.7116 5.1520  0.11
H: 0.9070 1.1812 7.3779  0.11
H: 2.1891 -0.7303 2.4204  0.09
H: -1.9780 1.3124 2.3118  0.08
H: -4.1012 1.2220 3.5509  0.10
H: -4.5185 -0.5766 5.1856  0.11
H: -2.7818 -2.2975 5.5913  0.11
H: -0.6573 -2.2190 4.3464  0.12

Atomic forces in eV per Å
-1.47 0.29 0.42
0.16 0.00 -0.07
0.19 0.10 0.00
-0.03 -0.04 0.04
-0.06 0.04 0.03
0.11 -0.27 -0.02
0.48 0.11 -0.38
0.00 0.18 -0.04
-0.17 -0.08 0.13
0.28 0.14 -0.31
0.07 0.04 0.17
0.03 -0.05 0.02
0.35 0.11 0.21
-0.20 0.00 -0.20
-0.08 -0.05 0.01
-0.08 -0.08 -0.12
-0.05 0.19 -0.07
0.18 -0.62 0.07
0.01 0.00 0.02
-0.06 0.11 0.03
-0.11 -0.06 0.02
0.21 -0.12 0.08
-0.01 0.07 -0.15
0.02 -0.03 0.14
0.06 0.08 -0.02
-0.01 0.00 -0.02
-0.02 -0.03 0.00
0.00 0.00 0.00
0.00 0.01 0.01
0.01 0.01 -0.03
-0.04 0.01 0.04
0.01 0.06 0.01
-0.03 -0.01 -0.02
0.01 0.01 -0.01
0.01 0.00 -0.01
0.00 -0.02 0.02
0.00 0.00 0.00
0.01 0.00 0.00
0.00 0.01 0.00
0.01 0.01 -0.01
0.28 -0.23 0.11
-0.29 0.24 -0.18
0.10 -0.05 -0.11
-0.01 -0.06 0.02
-0.01 0.00 0.00
0.00 0.00 0.04
0.10 0.07 0.13
-0.01 -0.20 0.02
-0.07 0.09 0.02
0.02 0.01 0.00
-0.08 -0.03 0.00
0.00 0.04 -0.07
0.16 0.08 0.10
0.02 -0.06 -0.01
0.01 0.02 0.00
-0.02 0.00 -0.02
-0.02 0.06 -0.07
-0.01 -0.01 -0.01
-0.01 0.03 0.00
0.01 -0.01 0.01
0.01 0.00 -0.01
-0.02 0.00 -0.05
0.01 0.00 0.00
-0.03 0.03 -0.01
-0.04 -0.03 -0.01
0.02 0.00 -0.01
0.01 0.00 0.03
0.00 0.00 0.01
0.01 -0.04 0.00
0.00 0.03 0.03
-0.01 -0.01 -0.01
0.02 0.02 0.03
0.00 -0.02 0.02
0.01 0.01 0.01
-0.02 0.02 -0.04
-0.02 0.00 0.01
-0.01 0.01 0.00
0.01 -0.01 0.02
0.01 0.00 0.00
0.01 0.01 0.00
-0.02 -0.02 0.00
0.02 0.00 0.02
0.00 -0.01 -0.03
-0.01 0.00 0.01
-0.16 -0.07 0.12
0.03 0.01 0.03
-0.03 0.01 -0.01
0.42 -0.08 -0.25
-0.17 0.05 0.24
0.05 -0.16 0.08
-0.02 0.02 -0.03
0.00 0.06 -0.02
-0.03 -0.02 0.04
0.03 -0.01 -0.02
-0.02 0.05 -0.04
0.01 0.00 -0.01
0.00 0.01 0.01
-0.01 0.00 0.00
-0.01 0.01 -0.01
0.00 0.00 0.00
-0.01 0.04 -0.03
0.01 -0.02 0.00
0.01 0.00 -0.01
0.01 0.00 -0.01
-0.01 0.01 0.00
0.00 0.00 0.00

- Energy: -4414.865920 Ha
- Highest occupied orbital energy: -10.48 eV
- Charge: +1
- Relative energy (zero: lowest compared OMol25 entry of this formula, charge and spin): 0.0 kcal/mol
- Gap between HOMO and LUMO: 6.736 eV
- E_LUMO: -3.740 eV
- Strongest force on any atom: 0.0303 Eh/bohr